The following is a quantum chemistry calculation of a structure of composition C22H36FN5O5Si2 in a non-equilibrium geometry, from the Open Molecules 2025 dataset.

Computed properties:
HOMO: -8.9 eV
Charge: 0
M: 525.73 g mol⁻¹
Frontier orbital gap: 8.2183 eV
Largest force on an atom: 1.14 eV/Å

```
71
Properties=species:S:1:pos:R:3:forces:R:3
C -3.1429 4.6982 3.0270 0.3 0.0 0.2
C -2.3433 5.7595 3.7870 -0.5 -0.2 0.0
C -1.3849 5.0999 4.7658 0.0 0.1 -0.1
F -1.2723 5.8994 5.9221 0.1 0.0 0.0
Si 0.3553 4.8305 4.0608 0.3 -0.1 0.7
O 0.9542 3.3366 4.4820 0.0 0.4 -1.0
Si 1.5709 2.3250 3.2870 -0.2 -1.0 0.6
C 3.0059 1.3678 4.0163 0.0 0.3 -0.5
C 3.9269 0.7571 2.9506 0.1 -0.3 0.4
C 0.2017 1.1178 2.7848 -0.1 0.9 -0.2
C -0.2257 1.2969 1.3180 0.6 -0.4 0.0
C -1.1004 0.1900 0.7325 0.1 0.4 -0.3
C -2.4907 0.0541 1.3283 -0.4 0.1 0.2
N -2.5878 -0.5419 2.6674 0.4 0.0 0.0
C -1.9694 -1.7571 2.8932 0.1 -0.4 0.0
N -1.8388 -2.6265 1.9728 0.1 0.4 -0.1
N -1.4915 -1.9845 4.2248 -0.4 -0.1 -0.1
H -3.7675 4.1555 3.7354 -0.1 0.0 0.0
H -3.7776 5.1502 2.2708 0.0 0.0 -0.1
H -2.4859 3.9625 2.5587 0.0 0.0 -0.2
H -1.8525 6.4413 3.0928 0.2 0.0 0.0
H -3.0568 6.3480 4.3644 0.1 0.1 0.1
H -1.8298 4.1558 5.0888 0.0 -0.1 0.1
H 1.2354 5.8570 4.6546 -0.1 0.1 -0.1
H 0.3136 4.9885 2.5912 -0.1 -0.1 -0.1
H 1.9333 3.0804 2.0695 0.2 0.2 0.1
H 3.5726 2.0302 4.6706 0.0 -0.1 0.2
H 2.5889 0.5530 4.6095 0.0 0.1 0.3
H 4.4197 1.5056 2.3334 -0.1 0.1 -0.1
H 4.7109 0.1876 3.4522 0.1 0.0 -0.1
H 3.3937 0.0645 2.3011 0.1 0.2 0.1
H 0.5370 0.1000 2.9840 -0.1 -0.2 0.0
H -0.6497 1.3776 3.4201 0.0 -0.3 0.3
H -0.6649 2.2869 1.1693 -0.2 0.0 0.1
H 0.6860 1.3026 0.7200 0.0 0.1 -0.1
H -1.2477 0.4399 -0.3220 0.0 -0.1 -0.1
H -0.5451 -0.7468 0.7456 -0.1 -0.2 0.1
H -2.9035 1.0617 1.4176 -0.1 0.0 0.0
H -3.1646 -0.4875 0.6699 0.1 -0.2 -0.1
H -2.4022 0.1136 3.4060 0.0 0.1 0.0
H -1.4033 -3.4517 2.3672 0.0 -0.1 0.0
H -2.0565 -1.5073 4.9144 0.1 0.1 0.1
H -0.5282 -1.6932 4.3087 0.1 0.0 0.1
C 1.6962 -4.5811 -1.9724 0.0 0.0 0.0
C 1.8936 -4.3378 -0.6197 0.0 0.0 -0.1
C 2.0469 -3.0398 -0.1626 0.0 -0.1 0.2
C 1.9962 -2.0037 -1.0766 0.0 -0.1 0.0
C 1.8059 -2.2247 -2.4280 0.0 0.0 -0.2
C 1.6559 -3.5267 -2.8745 0.0 -0.1 0.0
N 2.1348 -0.6243 -0.5952 0.0 -0.1 0.1
O 2.3168 -0.4552 0.5969 -0.1 -0.1 -0.1
O 2.0475 0.2746 -1.4017 0.0 0.1 -0.1
H 1.5715 -5.5956 -2.3264 0.0 0.0 0.0
H 1.9246 -5.1601 0.0813 0.0 0.0 0.0
H 2.1991 -2.8415 0.8875 0.0 0.1 0.0
H 1.7734 -1.3985 -3.1222 0.0 0.1 0.1
H 1.5051 -3.7211 -3.9271 0.0 0.0 0.0
C -1.8723 -1.6338 -8.6207 0.0 0.0 0.0
C -2.2371 -2.8292 -8.0158 0.0 0.1 0.0
C -1.2785 -3.6178 -7.4016 -0.2 -0.1 0.0
C 0.0354 -3.1883 -7.4031 -0.1 0.1 -0.1
C 0.4205 -2.0044 -8.0040 0.1 0.1 -0.1
C -0.5455 -1.2243 -8.6175 -0.1 0.0 0.0
N 1.0544 -4.0113 -6.7346 0.0 0.0 0.0
O 0.6948 -5.0547 -6.2290 -0.1 -0.1 0.1
O 2.1942 -3.5970 -6.7179 0.1 0.1 0.0
H -2.6248 -1.0186 -9.0955 0.0 0.0 0.0
H -3.2702 -3.1470 -8.0201 0.0 0.0 0.0
H -1.5524 -4.5487 -6.9288 0.1 0.0 0.0
H 1.4542 -1.6934 -7.9943 0.0 -0.1 0.1
H -0.2628 -0.2947 -9.0910 0.0 0.0 0.0
```
Forces are in eV/Å.

Atom charges from the Löwdin analysis, given in e for atoms 1 to 5:
1. C -0.105
2. C -0.267
3. C -0.426
4. F -0.097
5. Si 0.600

=====

The following is a quantum chemistry calculation of the molecule C3H4S2 in a non-equilibrium geometry, from the Open Molecules 2025 dataset.

Computed properties:
HOMO: -8.8 eV
Charge: 0
M: 104.20 g mol⁻¹
Frontier orbital gap: 8.4234 eV
Largest force on an atom: 3.49 eV/Å
SMILES: S=C[C@H]1CS1
Relative energy (zero: lowest compared OMol25 entry of this formula, charge and spin): 116.8 kJ/mol

```
9
Properties=species:S:1:pos:R:3:forces:R:3
S -2.6900 -0.5873 -0.1055 0.5 0.3 1.0
C -1.1562 -0.3474 0.4017 -1.8 -1.1 -1.0
C -0.1116 -0.2060 -0.5630 2.0 1.3 0.0
C 1.0677 0.5475 0.0456 0.6 3.4 -0.1
S 1.3048 -1.1594 -0.0337 1.1 -1.4 -0.4
H -0.7030 -0.4807 1.3854 -0.8 0.2 0.4
H -0.2290 -0.0813 -1.6258 -0.5 -0.2 0.0
H 0.8548 0.9336 1.0717 0.3 -0.2 -0.9
H 1.6626 1.3811 -0.5764 -1.3 -2.4 1.1
```
Forces are in eV/Å.

Atom charges from the Löwdin analysis, given in e for atoms 1 to 5:
1. S 0.677
2. C -0.737
3. C -0.688
4. C -0.508
5. S 0.882

=====

The following is a quantum chemistry calculation of the molecule C6H9N in a non-equilibrium geometry, from the Open Molecules 2025 dataset.

Computed properties:
HOMO: -8.7 eV
Charge: 0
M: 95.14 g mol⁻¹
Frontier orbital gap: 9.8194 eV
Largest force on an atom: 7.30 eV/Å
SMILES: C1[C@@H]2C3CN(C3)[C@H]12
Relative energy (zero: lowest compared OMol25 entry of this formula, charge and spin): 554.3 kJ/mol

```
16
Properties=species:S:1:pos:R:3:forces:R:3
C -1.8281 0.4459 -0.0711 -1.3 -4.7 1.2
C -0.6714 -0.4449 0.5895 -2.2 2.3 1.0
C 0.6896 -0.0260 0.9316 0.0 2.5 -6.9
C 0.8023 1.2495 -0.1397 -4.4 -2.1 3.2
N 0.4430 0.2431 -1.2530 1.0 -1.2 1.7
C 1.3001 -0.7355 -0.3122 0.5 -1.0 0.2
C -0.8801 -0.4465 -0.8445 2.5 -1.1 -1.1
H -2.8067 -0.2347 0.1933 2.0 2.7 -0.9
H -1.7796 1.5223 -0.1765 -0.4 -0.3 0.1
H -0.8393 -1.2199 1.2320 -1.9 -2.3 1.2
H 1.0217 -0.0627 1.8877 1.1 -0.1 2.8
H 1.7426 1.5835 -0.2502 3.3 1.1 -0.7
H 0.1435 2.0771 0.2627 0.4 -0.7 -1.4
H 2.3526 -0.5445 -0.2686 0.8 0.2 -0.9
H 1.1667 -1.8762 -0.4207 -0.2 1.7 -0.1
H -0.8567 -1.5305 -1.3602 -1.2 2.9 0.7
```
Forces are in eV/Å.

Atom charges from the Löwdin analysis, given in e for atoms 1 to 5:
1. C -0.006
2. C -0.315
3. C -0.155
4. C -0.093
5. N -0.010

=====

Look up the M of the second one. 104.20 g mol⁻¹

=====

What is the M in the third record? 95.14 g mol⁻¹

=====

Look up the charge of the third one. 0